1.
DFT (the ωB97M-V functional and the def2-TZVPD basis) results for a 8-piece molecular cluster, C23H62BIO11P overall.

Cartesian coordinates (Å):
O 0.124 -0.370 -1.562
P -1.301 -0.643 -2.385
O -1.472 0.903 -3.073
B -2.558 -0.581 -0.829
O -3.416 0.611 -0.729
C -4.750 0.199 -0.832
C -4.710 -1.286 -0.522
I -4.857 -1.527 1.763
O -3.545 -1.727 -0.986
H -0.085 -0.221 -0.628
H -1.958 0.769 -3.891
H -1.848 -0.743 0.177
H -5.106 0.280 -1.877
H -5.406 0.785 -0.188
H -5.566 -1.895 -0.803
C -7.558 -4.973 2.682
C -8.341 -4.727 1.402
C -8.721 -6.025 0.704
O -7.623 -3.865 0.532
H -6.624 -5.494 2.455
H -7.305 -4.025 3.155
H -8.129 -5.585 3.384
H -9.251 -4.169 1.639
H -7.819 -6.578 0.427
H -9.288 -5.818 -0.203
H -9.320 -6.663 1.357
H -6.773 -4.273 0.328
C 2.159 -3.668 -1.156
C 2.692 -3.214 -2.507
C 3.812 -2.194 -2.358
O 1.646 -2.693 -3.310
H 1.746 -2.816 -0.612
H 1.367 -4.404 -1.295
H 2.950 -4.103 -0.541
H 3.065 -4.083 -3.059
H 3.428 -1.309 -1.846
H 4.182 -1.891 -3.338
H 4.641 -2.590 -1.767
H 1.249 -1.946 -2.836
C 5.466 0.113 0.822
C 3.975 -0.154 0.947
C 3.340 0.640 2.074
O 3.725 -1.549 1.114
H 5.976 -0.170 1.749
H 5.890 -0.467 0.002
H 5.662 1.172 0.642
H 3.484 0.096 0.004
H 3.793 0.369 3.033
H 2.272 0.432 2.126
H 3.478 1.714 1.932
H 4.123 -1.823 1.948
C -1.361 4.558 -5.461
C -0.383 4.892 -4.344
C 1.007 4.343 -4.639
O -0.857 4.425 -3.093
H -1.460 3.473 -5.560
H -2.347 4.968 -5.247
H -1.012 4.957 -6.417
H -0.324 5.979 -4.233
H 0.967 3.253 -4.715
H 1.696 4.602 -3.836
H 1.399 4.739 -5.580
H -0.942 3.462 -3.151
C 5.069 -0.932 7.635
C 4.235 -0.875 6.367
C 3.815 -2.255 5.893
O 4.927 -0.170 5.333
H 5.988 -1.499 7.460
H 5.341 0.073 7.958
H 4.514 -1.420 8.438
H 3.345 -0.277 6.559
H 4.697 -2.863 5.664
H 3.205 -2.181 4.993
H 3.238 -2.771 6.662
H 5.726 -0.665 5.116
C 1.587 2.249 7.680
C 0.897 0.931 7.988
C -0.304 1.107 8.899
O 1.824 -0.008 8.541
H 1.950 2.708 8.605
H 2.437 2.093 7.016
H 0.899 2.949 7.204
H 0.576 0.465 7.054
H 0.009 1.536 9.856
H -0.782 0.146 9.092
H -1.039 1.778 8.452
H 2.150 0.346 9.376
C 0.123 5.290 -9.713
C -0.677 4.006 -9.565
C 0.131 2.907 -8.898
O -1.183 3.573 -10.829
H 1.004 5.114 -10.338
H -0.481 6.067 -10.182
H 0.466 5.651 -8.742
H -1.572 4.207 -8.972
H 1.009 2.662 -9.504
H -0.468 2.004 -8.788
H 0.477 3.213 -7.910
H -0.427 3.366 -11.391

Values from the calculation:
- charge = -1
- E_LUMO (hartree) = 0.075
- strongest force on any atom (eV/Å) = 0.33
- gap between HOMO and LUMO (hartree) = 0.2227
- highest occupied orbital energy (hartree) = -0.147
- multiplicity = 1

Per-atom Mulliken charges, elementary charge units:
1. O -0.43
2. P 0.04
3. O -0.32
4. B 0.84
5. O -0.46
6. C -0.37
7. C -0.49
8. I -0.28
9. O -0.58
10. H 0.19
11. H 0.22
12. H -0.31
13. H 0.22
14. H 0.31
15. H 0.55
16. C -1.20
17. C 0.36
18. C -1.25
19. O -0.47
20. H 0.33
21. H 0.27
22. H 0.39
23. H 0.23
24. H 0.32
25. H 0.31
26. H 0.37
27. H 0.33
28. C -1.01
29. C 0.28
30. C -0.81
31. O -0.55
32. H 0.14
33. H 0.33
34. H 0.35
35. H 0.28
36. H -0.09
37. H 0.35
38. H 0.37
39. H 0.25
40. C -1.31
41. C 0.80
42. C -1.28
43. O -0.43
44. H 0.26
45. H 0.31
46. H 0.39
47. H 0.15
48. H 0.16
49. H 0.32
50. H 0.41
51. H 0.26
52. C -0.96
53. C 0.34
54. C -1.17
55. O -0.52
56. H 0.25
57. H 0.33
58. H 0.16
59. H 0.31
60. H 0.28
61. H 0.32
62. H 0.32
63. H 0.31
64. C -1.43
65. C 1.27
66. C -1.39
67. O -0.52
68. H 0.43
69. H 0.31
70. H 0.34
71. H -0.44
72. H 0.37
73. H 0.31
74. H 0.39
75. H 0.32
76. C -1.20
77. C 0.46
78. C -1.42
79. O -0.49
80. H 0.32
81. H 0.29
82. H 0.38
83. H 0.29
84. H 0.36
85. H 0.33
86. H 0.39
87. H 0.32
88. C -1.20
89. C 0.44
90. C -1.07
91. O -0.59
92. H 0.35
93. H 0.30
94. H 0.33
95. H 0.20
96. H 0.38
97. H 0.30
98. H 0.21
99. H 0.35

---

2.
DFT (the ωB97M-V functional and the def2-TZVPD basis) results for a 2-piece molecular cluster, C16H31BrNO3 overall.

Cartesian coordinates (Å):
C 1.382 -0.097 -4.064
C 1.491 -0.841 -2.731
C 2.765 -0.485 -1.965
C 2.806 0.964 -1.454
C 2.246 1.188 -0.044
C 0.741 1.003 0.253
Br -0.283 1.887 -1.187
C 0.446 1.767 1.539
C -0.874 1.486 2.272
C -2.093 2.146 1.614
C -0.712 2.024 3.697
N -1.137 0.017 2.331
O -1.753 -0.374 3.381
C -0.176 -0.953 1.740
C -0.910 -2.269 1.512
C 0.958 -1.188 2.761
C 0.327 -0.478 0.364
H 0.852 0.851 -3.953
H 2.368 0.100 -4.506
H 0.803 -0.687 -4.776
H 0.574 -0.680 -2.162
H 1.476 -1.918 -2.916
H 2.908 -1.163 -1.116
H 3.624 -0.649 -2.631
H 2.296 1.614 -2.168
H 3.849 1.303 -1.418
H 2.756 0.488 0.631
H 2.530 2.196 0.283
H 0.492 2.840 1.330
H 1.267 1.552 2.232
H -2.891 2.256 2.351
H -2.473 1.535 0.797
H -1.834 3.123 1.205
H -1.657 2.010 4.236
H 0.026 1.449 4.257
H -0.364 3.060 3.631
H -1.698 -2.152 0.768
H -1.334 -2.624 2.453
H -0.206 -3.004 1.118
H 1.781 -1.698 2.257
H 0.598 -1.829 3.568
H 1.342 -0.268 3.203
H 1.197 -1.098 0.150
H -0.427 -0.780 -0.417
O -4.580 -1.206 -3.004
C -3.234 -1.106 -2.915
C -2.549 -1.803 -1.693
O -1.182 -1.695 -1.607
H -2.853 -0.040 -2.856
H -2.682 -1.531 -3.806
H -2.899 -2.866 -1.739
H -3.099 -1.376 -0.807

Values from the calculation:
- <S²> = 0.754
- charge = -2
- E_LUMO (alpha / beta) (hartree) = 0.167 / 0.166
- strongest force on any atom (eV/Å) = 0.83
- gap between HOMO and LUMO (alpha / beta) (hartree) = 0.1138 / 0.1135
- highest occupied orbital energy (alpha / beta) (hartree) = 0.053 / 0.053
- multiplicity = 2

Per-atom Mulliken charges, elementary charge units:
1. C -1.43
2. C 0.62
3. C -0.81
4. C -1.06
5. C -1.12
6. C 2.34
7. Br -0.03
8. C -2.79
9. C 1.85
10. C -1.73
11. C -1.80
12. N 0.78
13. O -0.75
14. C 1.44
15. C -1.58
16. C -1.86
17. C -0.39
18. H 0.24
19. H 0.30
20. H 0.41
21. H -0.40
22. H 0.28
23. H 0.36
24. H 0.50
25. H 0.47
26. H 0.40
27. H 0.36
28. H 0.46
29. H 0.86
30. H 0.29
31. H 0.43
32. H 0.41
33. H 0.26
34. H 0.36
35. H 0.36
36. H 0.39
37. H 0.15
38. H 0.50
39. H 0.35
40. H 0.27
41. H 0.44
42. H 0.34
43. H 0.07
44. H -0.64
45. O -0.95
46. C -0.14
47. C -0.43
48. O -0.66
49. H -0.06
50. H 0.02
51. H 0.22
52. H 0.08

---

3.
DFT (the ωB97M-V functional and the def2-TZVPD basis) results for C56H118InN6O8 as an isolated structure in a non-equilibrium geometry.

Cartesian coordinates (Å):
In -1.136 6.704 0.322
O 1.035 2.721 -1.704
C 0.723 1.389 -1.282
C 0.222 1.196 0.236
O -0.875 1.928 0.621
H 1.498 0.628 -1.364
H -0.002 1.072 -2.032
H 1.038 1.269 0.954
H -0.065 0.155 0.382
C -7.192 -5.290 2.940
C -5.895 -6.079 2.612
C -5.063 -5.031 1.659
C -3.637 -5.326 1.403
C -2.980 -5.512 2.746
C -3.595 -6.620 3.703
N -5.059 -6.506 3.780
O -5.767 -7.251 4.699
C -3.113 -8.017 3.433
C -2.829 -6.417 5.031
C -6.328 -7.375 1.767
H -7.953 -5.912 3.411
H -7.521 -4.761 2.046
H -7.114 -4.454 3.634
H -5.655 -4.721 0.798
H -5.182 -4.064 2.147
H -3.097 -4.491 0.957
H -3.681 -6.082 0.619
H -3.086 -4.538 3.224
H -1.969 -5.819 2.478
H -3.341 -8.663 4.281
H -3.741 -8.345 2.605
H -2.130 -7.976 2.964
H -1.747 -6.388 4.905
H -3.334 -5.573 5.503
H -2.992 -7.234 5.733
H -5.561 -7.762 1.096
H -7.231 -7.121 1.211
H -6.714 -8.181 2.391
H -5.863 -6.707 5.485
C -0.951 -4.244 -8.566
C -2.499 -4.093 -8.406
C -2.879 -4.380 -6.935
C -2.701 -3.204 -6.023
C -3.391 -1.936 -6.577
C -2.941 -1.567 -8.061
N -3.001 -2.818 -8.861
O -2.809 -2.551 -10.220
C -4.086 -0.573 -8.561
C -1.599 -0.892 -7.978
C -3.279 -5.135 -9.131
H -0.641 -5.161 -8.064
H -0.447 -3.457 -8.005
H -0.536 -4.395 -9.562
H -3.933 -4.646 -6.850
H -2.158 -5.091 -6.532
H -1.634 -2.991 -5.960
H -3.031 -3.347 -4.995
H -3.049 -1.238 -5.813
H -4.469 -2.051 -6.464
H -4.101 -0.249 -9.602
H -5.051 -0.892 -8.167
H -3.825 0.414 -8.180
H -1.064 -1.173 -7.071
H -1.018 -1.366 -8.769
H -1.583 0.189 -8.123
H -2.868 -5.132 -10.141
H -4.348 -5.264 -8.961
H -2.886 -6.060 -8.709
H -1.872 -2.355 -10.293
C 9.116 7.532 -3.522
C 9.618 6.317 -2.707
C 9.573 6.828 -1.273
C 9.831 5.822 -0.117
C 8.740 4.704 -0.258
C 8.649 4.141 -1.686
N 8.596 5.199 -2.629
O 8.412 4.729 -3.904
C 9.856 3.235 -1.992
C 7.407 3.235 -1.554
C 10.968 5.978 -3.194
H 8.220 8.019 -3.137
H 9.006 7.233 -4.564
H 9.887 8.271 -3.739
H 10.445 7.480 -1.217
H 8.646 7.296 -0.942
H 9.811 6.244 0.888
H 10.753 5.248 -0.212
H 7.782 5.190 -0.074
H 8.999 3.980 0.514
H 9.713 2.813 -2.987
H 10.831 3.704 -1.865
H 9.811 2.393 -1.301
H 7.354 2.739 -0.585
H 6.614 3.971 -1.688
H 7.232 2.429 -2.266
H 11.034 5.204 -3.958
H 11.538 5.561 -2.364
H 11.562 6.755 -3.676
H 9.335 4.561 -4.108
C -5.473 4.042 -2.727
C -6.550 3.767 -1.615
C -6.520 2.282 -1.390
C -7.441 1.819 -0.197
C -7.083 2.566 1.095
C -7.124 4.107 0.885
N -6.438 4.560 -0.362
O -6.458 5.969 -0.568
C -8.557 4.510 1.026
C -6.418 4.796 2.122
C -7.942 4.173 -2.277
H -5.684 3.354 -3.545
H -5.657 5.033 -3.142
H -4.434 4.005 -2.400
H -6.669 1.606 -2.232
H -5.515 2.007 -1.070
H -8.458 2.167 -0.379
H -7.496 0.754 0.027
H -6.080 2.187 1.293
H -7.526 2.033 1.935
H -8.641 5.558 0.738
H -9.005 4.577 2.018
H -9.291 3.859 0.550
H -6.880 4.688 3.104
H -6.131 5.847 2.124
H -5.435 4.330 2.186
H -8.614 4.804 -1.695
H -7.721 4.533 -3.282
H -8.612 3.364 -2.569
H -7.271 6.183 -1.033
C -2.393 7.692 8.938
C -0.917 7.117 9.011
C -0.853 6.398 10.296
C 0.431 5.619 10.560
C 0.591 4.552 9.387
C 0.426 5.100 7.974
N -0.684 6.093 7.957
O -0.868 6.637 6.689
C 1.772 5.676 7.493
C 0.052 3.852 7.106
C 0.045 8.300 8.975
H -2.629 8.091 7.951
H -2.604 8.606 9.491
H -3.127 6.946 9.245
H -0.949 7.131 11.098
H -1.689 5.732 10.511
H 0.303 5.141 11.531
H 1.354 6.196 10.624
H -0.198 3.800 9.369
H 1.564 4.061 9.383
H 1.643 6.169 6.530
H 2.163 6.410 8.198
H 2.636 5.037 7.312
H 0.058 4.270 6.100
H 0.717 2.995 7.210
H -0.954 3.625 7.460
H 0.705 8.285 9.842
H -0.593 9.183 8.930
H 0.628 8.136 8.069
H -0.208 7.334 6.673
C 3.913 -8.190 0.066
C 4.410 -7.788 -1.357
C 3.311 -6.794 -1.844
C 3.392 -5.382 -1.255
C 4.768 -4.875 -1.535
C 5.996 -5.743 -0.936
N 5.763 -7.131 -1.372
O 6.827 -7.895 -0.956
C 7.220 -5.226 -1.735
C 6.059 -5.439 0.610
C 4.596 -8.910 -2.365
H 3.712 -7.290 0.647
H 4.760 -8.654 0.572
H 3.030 -8.821 0.163
H 3.195 -6.703 -2.924
H 2.310 -7.057 -1.502
H 3.169 -5.196 -0.205
H 2.778 -4.762 -1.909
H 4.950 -3.862 -1.177
H 4.839 -4.626 -2.594
H 7.299 -5.424 -2.804
H 7.241 -4.136 -1.737
H 8.120 -5.654 -1.294
H 5.661 -4.437 0.765
H 5.339 -6.008 1.199
H 7.107 -5.548 0.892
H 4.987 -8.433 -3.264
H 3.768 -9.590 -2.566
H 5.302 -9.696 -2.096
H 7.129 -8.390 -1.722

Values from the calculation:
- charge = +1
- E_LUMO (hartree) = -0.244
- strongest force on any atom (eV/Å) = 7.70
- relative energy (zero: lowest compared OMol25 entry of this formula, charge and spin) (kJ/mol) = 642.4
- gap between HOMO and LUMO (hartree) = 0.0859
- highest occupied orbital energy (hartree) = -0.330
- multiplicity = 1

These are the Mulliken partial charges, in e, on atoms 1 to 99:
1. In 0.99
2. O -0.38
3. C -0.13
4. C -0.19
5. O -0.37
6. H 0.27
7. H 0.26
8. H 0.28
9. H 0.26
10. C -1.89
11. C 1.34
12. C -1.44
13. C -0.66
14. C -1.08
15. C 1.34
16. N 0.47
17. O -0.48
18. C -1.66
19. C -1.90
20. C -1.68
21. H 0.38
22. H 0.40
23. H 0.47
24. H 0.51
25. H 0.53
26. H 0.39
27. H 0.34
28. H 0.32
29. H 0.41
30. H 0.36
31. H 0.42
32. H 0.36
33. H 0.36
34. H 0.51
35. H 0.38
36. H 0.33
37. H 0.46
38. H 0.38
39. H 0.33
40. C -1.65
41. C 1.36
42. C -0.99
43. C -0.83
44. C -1.15
45. C 1.35
46. N 0.09
47. O -0.43
48. C -1.60
49. C -1.42
50. C -1.82
51. H 0.45
52. H 0.37
53. H 0.38
54. H 0.40
55. H 0.44
56. H 0.31
57. H 0.39
58. H 0.33
59. H 0.40
60. H 0.36
61. H 0.32
62. H 0.42
63. H 0.31
64. H 0.22
65. H 0.40
66. H 0.37
67. H 0.38
68. H 0.43
69. H 0.38
70. C -1.92
71. C 1.52
72. C -1.26
73. C -0.74
74. C -1.30
75. C 1.79
76. N 0.13
77. O -0.46
78. C -1.87
79. C -1.91
80. C -1.50
81. H 0.35
82. H 0.44
83. H 0.43
84. H 0.37
85. H 0.40
86. H 0.40
87. H 0.31
88. H 0.46
89. H 0.45
90. H 0.47
91. H 0.28
92. H 0.44
93. H 0.35
94. H 0.49
95. H 0.36
96. H 0.30
97. H 0.37
98. H 0.43
99. H 0.41

---

4.
DFT (the ωB97M-V functional and the def2-TZVPD basis) results for an isolated ion of composition C2H3N4 and charge +1 in a non-equilibrium geometry.

Cartesian coordinates (Å):
C 1.682 -0.135 0.914
C -1.293 0.214 0.372
N 1.751 -0.402 -1.254
N 0.538 -0.197 -1.238
N 2.296 -0.384 -0.105
N -0.004 -0.009 -0.127
H -1.083 0.449 1.456
H -1.772 1.010 -0.046
H -2.115 -0.547 0.028

Values from the calculation:
- <S²> = 2.043
- charge = +1
- E_LUMO (alpha / beta) (hartree) = -0.223 / -0.358
- strongest force on any atom (eV/Å) = 5.03
- relative energy (zero: lowest compared OMol25 entry of this formula, charge and spin) (kJ/mol) = 303.6
- gap between HOMO and LUMO (alpha / beta) (hartree) = 0.4155 / 0.2582
- highest occupied orbital energy (alpha / beta) (hartree) = -0.639 / -0.616
- multiplicity = 3

Per-atom Mulliken charges, elementary charge units:
1. C 0.17
2. C -0.54
3. N -0.18
4. N 0.04
5. N 0.12
6. N 0.38
7. H 0.31
8. H 0.37
9. H 0.33